{
  "formula": "C28H26AuClFN5O5S",
  "method": "ωB97M-V/def2-TZVPD",
  "species": ["Au", "F", "C", "C", "C", "C", "O", "C", "C", "N", "C", "C", "C", "C", "C", "C", "N", "C", "C", "N", "C", "C", "C", "O", "O", "H", "H", "H", "H", "H", "H", "H", "H", "H", "H", "H", "H", "H", "H", "H", "H", "H", "H", "S", "C", "N", "C", "C", "C", "N", "H", "H", "H", "H", "Cl", "C", "C", "C", "C", "C", "C", "C", "O", "O", "H", "H", "H", "H"],
  "xyz": [[-1.126, 0.017, -1.138], [-1.203, -1.098, 5.873], [-0.216, -0.583, 5.091], [-0.022, -1.085, 3.833], [1.012, -0.602, 3.038], [1.195, -1.189, 1.684], [0.487, -2.101, 1.296], [2.302, -0.612, 0.937], [3.065, 0.344, 1.488], [2.866, 0.894, 2.737], [3.781, 1.897, 3.205], [3.254, 3.258, 3.559], [4.051, 3.065, 2.305], [1.853, 0.404, 3.535], [1.625, 0.910, 4.820], [0.588, 0.436, 5.603], [0.359, 1.026, 6.869], [-0.936, 1.012, 7.506], [-0.993, 2.203, 8.486], [0.077, 3.178, 8.113], [1.453, 2.610, 8.320], [1.436, 1.156, 7.820], [2.537, -1.019, -0.501], [3.588, -1.559, -0.836], [1.550, -0.702, -1.240], [-0.649, -1.874, 3.438], [3.900, 0.763, 0.943], [4.613, 1.515, 3.790], [3.711, 3.776, 4.393], [2.190, 3.410, 3.440], [5.063, 3.441, 2.266], [3.507, 3.100, 1.370], [2.231, 1.725, 5.190], [-1.137, 0.091, 8.065], [-1.713, 1.108, 6.751], [-0.801, 1.906, 9.516], [-1.948, 2.722, 8.444], [-0.028, 4.046, 8.636], [-0.037, 3.440, 7.125], [1.686, 2.687, 9.381], [2.139, 3.237, 7.754], [1.304, 0.466, 8.665], [2.385, 0.915, 7.349], [-1.882, -1.157, -2.924], [-0.612, -2.102, -3.578], [0.649, -2.083, -3.089], [1.618, -2.842, -3.609], [1.355, -3.665, -4.671], [0.039, -3.636, -5.143], [-0.916, -2.891, -4.631], [0.999, -1.449, -2.225], [2.583, -2.736, -3.125], [2.113, -4.291, -5.113], [-0.249, -4.255, -5.988], [-0.653, 5.333, 5.779], [-0.534, 4.427, 4.264], [-1.045, 3.144, 4.208], [-0.931, 2.439, 3.019], [-0.320, 3.016, 1.914], [0.165, 4.316, 1.998], [0.064, 5.040, 3.178], [-0.194, 2.263, 0.591], [-0.766, 1.119, 0.610], [0.406, 2.810, -0.322], [-1.540, 2.711, 5.068], [-1.316, 1.431, 2.929], [0.625, 4.741, 1.115], [0.445, 6.049, 3.256]],
  "spin_multiplicity": 1,
  "gap_ev": 5.886,
  "lumo_energy_ev": -1.206,
  "relative_energy_kcal_mol": 3.7
}